Model P:
Entry from OMol25: a 7-piece molecular cluster, C9H13Cl19 overall (ωB97M-V with the def2-TZVPD basis set).

Values from the calculation:
Kohn-Sham gap: 10.63 eV
SMILES string: ClC(Cl)Cl.ClC(Cl)Cl.ClC(Cl)Cl.ClC(Cl)Cl.ClC(Cl)Cl.ClCCCl.ClCCCl

Last column: natural (NBO) charge in e.
Element x y z (Å)
1 Cl -5.544 10.857 13.229  0.01
2 C -6.486 9.664 14.160  -0.27
3 Cl -7.772 10.521 15.055  0.00
4 Cl -5.455 8.782 15.300  0.02
5 H -6.907 8.971 13.443  0.24
6 Cl -6.897 8.167 19.942  0.01
7 C -5.509 8.538 18.909  -0.28
8 Cl -4.569 7.034 18.641  0.00
9 Cl -4.496 9.786 19.621  0.03
10 H -5.891 8.856 17.951  0.23
11 Cl -8.824 9.797 11.443  0.00
12 C -9.789 9.685 9.951  -0.26
13 Cl -9.033 8.647 8.731  0.01
14 Cl -10.018 11.310 9.244  0.02
15 H -10.730 9.207 10.180  0.23
16 Cl -8.885 7.220 14.386  0.02
17 C -10.106 6.014 14.092  -0.27
18 Cl -10.527 5.127 15.589  0.00
19 Cl -9.546 4.871 12.845  0.02
20 H -11.035 6.501 13.829  0.23
21 Cl -8.426 13.284 11.875  0.00
22 C -9.689 13.028 13.117  -0.28
23 Cl -11.265 12.845 12.387  0.03
24 Cl -9.661 14.351 14.297  0.02
25 H -9.413 12.117 13.626  0.23
26 Cl -5.988 7.343 11.234  -0.09
27 C -5.623 7.156 9.493  -0.37
28 C -4.213 7.595 9.193  -0.41
29 Cl -3.937 9.301 9.509  -0.04
30 H -6.404 7.739 9.013  0.23
31 H -5.779 6.103 9.266  0.23
32 H -3.975 7.433 8.141  0.23
33 H -3.528 6.959 9.753  0.22
34 Cl -3.480 15.161 13.750  -0.05
35 C -3.762 13.876 12.548  -0.40
36 C -2.746 12.769 12.657  -0.39
37 Cl -1.077 13.367 12.420  -0.06
38 H -3.718 14.364 11.574  0.22
39 H -4.792 13.544 12.660  0.23
40 H -2.871 11.983 11.915  0.23
41 H -2.813 12.298 13.636  0.22

=====

Model Q:
Entry from OMol25: C9H13Cl19 as an isolated structure (ωB97M-V with the def2-TZVPD basis set).

Values from the calculation:
Kohn-Sham gap: 9.72 eV

Last column: natural (NBO) charge in e.
Element x y z (Å)
1 Cl 13.792 22.724 17.521  -0.03
2 C 13.915 20.929 17.566  -0.40
3 C 14.406 20.389 16.234  -0.39
4 Cl 16.173 20.570 15.986  -0.06
5 H 12.955 20.465 17.788  0.23
6 H 14.652 20.706 18.337  0.23
7 H 13.863 20.670 15.331  0.23
8 H 14.221 19.317 16.160  0.23
9 Cl 15.590 26.479 19.197  -0.07
10 C 14.711 25.014 18.600  -0.45
11 C 14.201 25.144 17.085  -0.38
12 Cl 12.941 26.434 16.972  -0.05
13 H 13.872 24.893 19.285  0.23
14 H 15.459 24.224 18.651  0.23
15 H 13.726 24.219 16.758  0.22
16 H 15.073 25.326 16.456  0.24
17 C 17.570 27.676 19.702  -0.33
18 Cl 18.565 26.279 20.191  0.01
19 Cl 18.482 29.121 19.377  0.02
20 Cl 16.431 28.100 20.946  0.07
21 H 17.035 27.523 18.765  0.25
22 C 14.254 24.690 21.924  -0.27
23 Cl 15.661 25.765 21.973  0.05
24 Cl 14.251 23.581 20.527  0.06
25 Cl 12.698 25.619 21.964  0.03
26 H 14.273 24.111 22.848  0.24
27 C 13.385 28.525 19.164  -0.29
28 Cl 11.717 29.056 18.921  0.00
29 Cl 13.590 27.535 20.629  0.00
30 Cl 14.451 29.984 19.292  -0.03
31 H 13.669 27.926 18.298  0.25
32 C 11.024 24.869 18.400  -0.29
33 Cl 11.439 24.118 16.866  0.01
34 Cl 12.049 24.119 19.656  0.02
35 Cl 9.336 24.513 18.786  0.00
36 H 11.128 25.954 18.389  0.25
37 C 12.894 27.335 14.788  -0.26
38 Cl 11.854 27.504 13.315  -0.03
39 Cl 13.398 28.921 15.362  0.03
40 Cl 14.298 26.225 14.523  -0.01
41 H 12.219 26.885 15.517  0.21

=====

Quick one: least stable of them? model Q

=====

Model P:
Entry from OMol25: a 2-piece molecular cluster, C10H15N2O overall (ωB97M-V with the def2-TZVPD basis set).

Values from the calculation:
Kohn-Sham gap (spin up / spin down): 7.67 / 7.67 eV
net charge: +1

Last column: natural (NBO) charge in e.
Element x y z (Å)
1 C -3.013 0.767 0.568  -0.17
2 C -2.297 -0.143 1.359  -0.22
3 C -2.876 0.876 -0.778  -0.22
4 C -1.351 -0.964 0.793  -0.18
5 C -1.880 0.048 -1.391  -0.15
6 C -1.055 -0.892 -0.644  -0.16
7 C 0.766 1.782 0.134  -0.74
8 C 2.061 -0.059 1.394  -0.79
9 C -0.015 -1.512 -1.322  -0.02
10 C 1.916 0.865 0.258  0.53
11 N 0.905 -2.349 -0.811  -0.03
12 N 2.804 0.768 -0.685  -0.68
13 O 1.216 -2.509 0.407  -0.51
14 H -3.778 1.317 1.124  0.23
15 H -2.413 -0.267 2.401  0.23
16 H -3.616 1.379 -1.303  0.24
17 H -1.000 -1.729 1.509  0.25
18 H -1.674 0.297 -2.410  0.22
19 H 0.538 2.239 1.102  0.28
20 H 0.766 2.312 -0.801  0.25
21 H -0.121 1.122 -0.084  0.32
22 H 1.172 0.269 1.999  0.26
23 H 1.644 -1.132 1.246  0.37
24 H 3.192 -0.118 1.712  0.27
25 H -0.075 -1.432 -2.366  0.22
26 H 2.931 1.587 -1.281  0.42
27 H 1.557 -2.790 -1.593  0.38
28 H 3.697 0.268 -0.537  0.43

=====

Model Q:
Entry from OMol25: an isolated ion of composition C10H15N2O and charge +1 (ωB97M-V with the def2-TZVPD basis set).

Values from the calculation:
Kohn-Sham gap: 7.88 eV
SMILES string: C#Cc1[nH]cc[n+]1CCCCOC
net charge: +1

Last column: natural (NBO) charge in e.
Element x y z (Å)
1 C -3.708 0.569 0.184  -0.10
2 C -2.864 -0.432 0.366  -0.14
3 C -1.687 -1.464 0.599  0.41
4 N -1.718 -2.340 1.787  -0.50
5 C -0.536 -3.209 1.705  -0.03
6 C 0.198 -2.752 0.403  -0.04
7 N -0.542 -1.656 -0.270  -0.32
8 C -0.112 -1.041 -1.559  -0.24
9 C -0.333 0.543 -1.703  -0.43
10 C 0.770 1.460 -0.910  -0.45
11 C 1.138 0.922 0.560  -0.06
12 O 2.173 1.646 1.271  -0.54
13 C 2.582 2.873 0.614  -0.29
14 H -4.597 1.235 -0.124  0.31
15 H -2.450 -2.376 2.530  0.48
16 H -0.216 -4.049 2.414  0.29
17 H 1.177 -3.211 0.001  0.28
18 H 1.022 -1.252 -1.709  0.25
19 H -0.655 -1.593 -2.432  0.25
20 H -0.165 0.794 -2.832  0.25
21 H -1.398 0.918 -1.469  0.24
22 H 0.317 2.535 -0.927  0.24
23 H 1.711 1.461 -1.601  0.22
24 H 1.515 -0.182 0.473  0.16
25 H 0.143 0.842 1.170  0.17
26 H 1.720 3.652 0.489  0.18
27 H 3.336 3.392 1.339  0.22
28 H 3.178 2.715 -0.370  0.18

=====

Quick one: least stable of them? model Q

=====

Model P:
Entry from OMol25: a 2-piece molecular cluster, H2O4P2 overall (ωB97M-V with the def2-TZVPD basis set).

Values from the calculation:
Kohn-Sham gap: 7.12 eV
net charge: -2

Last column: natural (NBO) charge in e.
Element x y z (Å)
1 O -1.765 -1.837 -1.312  -1.17
2 O -2.158 1.522 1.265  -1.20
3 O -1.907 -1.929 1.198  -1.17
4 O -2.162 1.606 -1.224  -1.17
5 P -1.476 -1.179 -0.015  1.74
6 P -1.492 1.065 -0.010  1.68
7 H 0.716 -0.709 0.032  -0.59
8 H -0.140 0.929 0.211  -0.13

=====

Model Q:
Entry from OMol25: a 2-piece molecular cluster, H2O4P2 overall (ωB97M-V with the def2-TZVPD basis set).

Values from the calculation:
Kohn-Sham gap (spin up / spin down): 6.21 / 6.20 eV
net charge: -2

Last column: natural (NBO) charge in e.
Element x y z (Å)
1 O -2.954 -1.435 -1.269  -1.13
2 O -2.098 2.055 1.243  -1.16
3 O -2.716 -1.370 1.201  -1.13
4 O -1.735 2.013 -1.220  -1.16
5 P -2.189 -0.860 -0.111  1.65
6 P -1.434 1.411 0.059  1.78
7 H 0.930 -0.593 -0.577  -0.79
8 H -0.134 0.959 0.143  -0.07

=====

Quick one: least stable of them? model Q

=====

Model P:
Entry from OMol25: an isolated ion of composition C3H8N5 and charge +1 (ωB97M-V with the def2-TZVPD basis set).

Values from the calculation:
Kohn-Sham gap: 9.89 eV
SMILES string: Cn1ncn(N)c1=[NH2+]
net charge: +1

Last column: natural (NBO) charge in e.
Element x y z (Å)
1 C 2.402 -0.573 -0.171  -0.43
2 N 1.018 -0.473 0.086  -0.19
3 N 0.371 -1.619 0.321  -0.27
4 C -0.967 -1.538 0.337  0.22
5 N -1.394 -0.231 0.254  -0.21
6 N -2.506 0.379 -0.233  -0.66
7 C 0.200 0.536 -0.034  0.62
8 N 0.207 1.846 0.046  -0.77
9 H 2.506 -0.989 -1.186  0.25
10 H 2.943 0.475 -0.107  0.24
11 H 2.820 -1.357 0.573  0.27
12 H -1.715 -2.293 0.402  0.25
13 H -3.128 -0.062 -0.947  0.41
14 H -3.060 1.050 0.457  0.41
15 H 0.915 2.450 0.412  0.44
16 H -0.613 2.399 -0.209  0.44

=====

Model Q:
Entry from OMol25: C3H8N5 as an isolated structure (ωB97M-V with the def2-TZVPD basis set).

Values from the calculation:
Kohn-Sham gap: 9.54 eV
net charge: +1

Last column: natural (NBO) charge in e.
Element x y z (Å)
1 C -0.952 -0.901 -1.878  0.52
2 C -1.074 0.682 1.307  -0.42
3 C 1.823 0.830 1.337  -0.48
4 N -0.764 -0.532 -0.767  -0.09
5 N 1.936 0.419 -1.006  0.06
6 N -0.300 0.233 0.119  -0.23
7 N 1.483 0.504 0.056  0.09
8 N -1.385 -1.822 -2.666  -0.78
9 H -0.436 1.258 1.865  0.20
10 H -1.914 1.328 1.018  0.23
11 H -1.331 -0.292 1.853  0.22
12 H 1.202 1.508 1.807  0.24
13 H 1.697 -0.072 1.989  0.26
14 H 2.912 1.206 1.361  0.28
15 H -1.694 -1.528 -3.700  0.44
16 H -1.204 -2.822 -2.695  0.44

=====

Quick one: least stable of them? model Q

=====

Model P:
Entry from OMol25: one molecule with the formula C3H7PS3 (ωB97M-V with the def2-TZVPD basis set).

Values from the calculation:
Kohn-Sham gap: 8.04 eV
SMILES string: CP1(=S)SCCS1

Last column: natural (NBO) charge in e.
Element x y z (Å)
1 C 1.587 -0.629 2.141  -0.94
2 P 1.262 -0.194 0.347  0.87
3 S 3.079 0.056 -1.066  -0.61
4 S 0.234 1.615 0.221  -0.04
5 C -0.968 1.158 -1.126  -0.48
6 C -0.539 -0.188 -1.798  -0.52
7 S -0.129 -1.489 -0.588  0.00
8 H 0.716 -0.919 2.717  0.25
9 H 2.155 -1.612 1.864  0.26
10 H 2.178 -0.052 2.826  0.28
11 H -0.960 2.001 -1.876  0.24
12 H -1.876 1.052 -0.644  0.21
13 H -1.319 -0.474 -2.521  0.25
14 H 0.359 -0.088 -2.249  0.24

=====

Model Q:
Entry from OMol25: a 2-piece molecular cluster, C3H7PS3 overall (ωB97M-V with the def2-TZVPD basis set).

Values from the calculation:
Kohn-Sham gap: 8.02 eV

Last column: natural (NBO) charge in e.
Element x y z (Å)
1 C -2.076 0.142 -0.957  -0.66
2 C -0.832 0.810 -0.263  -0.12
3 C 0.420 1.182 -0.576  -0.47
4 P 1.351 -0.812 1.400  0.79
5 S 0.053 -2.245 1.335  -0.42
6 S 3.001 -1.022 0.265  -0.20
7 S 1.397 0.560 2.781  -0.40
8 H -2.716 -0.392 -0.216  0.23
9 H -2.639 0.915 -1.486  0.23
10 H -1.098 0.975 0.764  0.19
11 H 0.937 1.978 -0.058  0.22
12 H 0.989 0.898 -1.514  0.20
13 H 2.937 -2.373 0.260  0.18
14 H -1.724 -0.616 -1.736  0.22

=====

Quick one: least stable of them? model Q

=====

Model P:
Entry from OMol25: a 7-piece molecular cluster, C4H24N2O7 overall (ωB97M-V with the def2-TZVPD basis set).

Values from the calculation:
Kohn-Sham gap: 8.75 eV
SMILES string: NC[C@H](N)CCO.O.O.O.O.O.O

Last column: natural (NBO) charge in e.
Element x y z (Å)
1 N -0.999 -3.755 -0.862  -0.86
2 C -1.896 -2.642 -1.098  -0.23
3 C -1.366 -1.197 -0.626  -0.06
4 N -1.218 -1.112 0.837  -0.90
5 C -2.280 -0.117 -1.175  -0.45
6 C -1.564 1.341 -1.274  -0.10
7 O -1.264 1.914 0.011  -0.76
8 H -0.248 -3.944 -1.483  0.37
9 H -0.837 -3.938 0.096  0.36
10 H -2.411 -2.541 -2.034  0.21
11 H -2.793 -2.725 -0.396  0.18
12 H -0.395 -0.999 -1.084  0.16
13 H -0.910 -1.971 1.285  0.36
14 H -1.952 -0.631 1.300  0.39
15 H -3.254 0.035 -0.743  0.21
16 H -2.313 -0.198 -2.237  0.22
17 H -2.209 2.123 -1.690  0.19
18 H -0.518 1.133 -1.733  0.22
19 H -0.804 1.316 0.599  0.47
20 O 2.364 -0.016 1.154  -0.99
21 H 2.739 -0.701 1.707  0.50
22 H 3.049 0.074 0.427  0.52
23 O 0.968 3.528 -0.805  -1.00
24 H 0.039 3.389 -1.086  0.48
25 H 1.126 3.059 0.029  0.50
26 O 0.632 0.189 3.278  -0.94
27 H 1.221 -0.167 3.944  0.47
28 H 0.977 -0.049 2.406  0.47
29 O 0.926 2.232 1.520  -0.92
30 H 1.724 2.084 2.081  0.48
31 H 1.027 1.290 1.301  0.47
32 O 1.317 1.081 -1.920  -1.01
33 H 1.609 1.964 -2.127  0.54
34 H 1.330 0.538 -1.146  0.50
35 O 2.406 -2.049 0.010  -0.97
36 H 1.621 -1.671 0.411  0.49
37 H 2.158 -2.628 -0.699  0.48

=====

Model Q:
Entry from OMol25: a 7-piece molecular cluster, C4H24N2O7 overall (ωB97M-V with the def2-TZVPD basis set).

Values from the calculation:
Kohn-Sham gap: 9.92 eV
SMILES string: NC[C@H](N)CCO.O.O.O.O.O.O

Last column: natural (NBO) charge in e.
Element x y z (Å)
1 N 2.241 1.491 0.281  -0.88
2 C 2.268 0.065 0.755  -0.22
3 C 0.816 -0.273 1.242  -0.07
4 N 0.462 0.464 2.478  -0.88
5 C 0.667 -1.783 1.470  -0.44
6 C -0.446 -2.368 0.596  -0.06
7 O -1.709 -1.873 0.939  -0.77
8 H 1.908 1.566 -0.655  0.38
9 H 3.155 1.899 0.349  0.37
10 H 2.554 -0.712 -0.045  0.17
11 H 2.997 -0.013 1.532  0.19
12 H 0.111 0.111 0.477  0.20
13 H 0.755 1.440 2.428  0.37
14 H 0.845 0.048 3.345  0.37
15 H 0.373 -2.000 2.547  0.21
16 H 1.595 -2.292 1.255  0.22
17 H -0.556 -3.449 0.681  0.18
18 H -0.279 -2.109 -0.492  0.18
19 H -1.677 -0.956 1.148  0.49
20 O 0.337 2.093 -2.212  -0.98
21 H -0.047 2.768 -2.723  0.48
22 H -0.268 1.297 -2.402  0.51
23 O -2.990 -0.481 -0.928  -0.97
24 H -2.792 -1.296 -0.523  0.50
25 H -2.804 0.138 -0.203  0.51
26 O -0.457 2.704 0.273  -0.99
27 H -0.190 2.513 -0.712  0.50
28 H 0.373 2.501 0.667  0.48
29 O -2.064 0.788 1.247  -1.06
30 H -1.482 1.586 0.867  0.52
31 H -1.665 0.668 2.154  0.51
32 O -1.175 -0.073 -2.733  -1.01
33 H -1.627 -0.112 -3.570  0.49
34 H -1.855 -0.216 -2.022  0.52
35 O 0.921 -1.736 -2.522  -0.96
36 H 1.591 -1.137 -2.354  0.46
37 H 0.109 -1.260 -2.633  0.49

=====

Quick one: least stable of them? model P